Molecular formula: C42H45BN9O2PdS
Method: DFT, wB97M-V/def2-TZVPD

Computed properties:
LUMO level   2.34 eV
Kohn-Sham gap   6.146 eV
Energy   -76786.418 eV
Charge   -1
Highest occupied orbital energy   -3.8 eV
2S+1   1
ΔE to the lowest compared entry with this formula, charge and spin   34.5 kJ/mol
Max |F|   1.3 eV Å⁻¹

Geometry (Å):
Pd  -0.235042  -0.550824  0.199815
C  0.614646  -4.764642  -3.625769
C  -0.237151  -3.826683  -2.836028
C  -1.607898  -3.702477  -2.823598
C  -1.866351  -2.668187  -1.901972
N  -0.728589  -2.210008  -1.401649
N  0.271134  -2.911979  -1.978621
B  1.762286  -2.637628  -1.672567
N  2.089225  -3.001621  -0.196973
N  1.200190  -2.770642  0.791794
C  1.652925  -3.390262  1.866918
C  2.865536  -4.048539  1.587639
C  3.102412  -3.787332  0.255991
C  4.258916  -4.263625  -0.559655
C  0.865003  -3.426949  3.110151
C  1.492872  -3.563166  4.347811
C  0.746109  -3.633654  5.514565
C  -0.639633  -3.568036  5.456176
C  -1.270027  -3.426918  4.227612
C  -0.525277  -3.358058  3.061419
N  2.115584  -1.191043  -2.148688
N  1.172382  -0.225768  -2.246298
C  1.718831  0.765194  -2.938229
C  3.046706  0.463794  -3.278391
C  3.256003  -0.793877  -2.766813
C  4.502978  -1.607587  -2.842252
C  0.925246  1.924986  -3.367213
C  -0.451961  1.794171  -3.553656
C  -1.203348  2.859531  -4.022702
C  -0.592824  4.072864  -4.320014
C  0.775801  4.211767  -4.135281
C  1.528005  3.145778  -3.660850
C  -3.158120  -2.081652  -1.498767
C  -3.219078  -1.190763  -0.428792
C  -4.417668  -0.606374  -0.058638
C  -5.585093  -0.910398  -0.749897
C  -5.538186  -1.807752  -1.808136
C  -4.333810  -2.389055  -2.180374
H  -0.020292  -5.398858  -4.244260
H  1.212575  -5.405888  -2.976467
H  1.303508  -4.225847  -4.277397
H  -2.308623  -4.289053  -3.394022
H  2.427291  -3.374592  -2.349762
H  3.458222  -4.665910  2.242813
H  4.792864  -5.031063  0.000855
H  4.962774  -3.459840  -0.774019
H  3.943089  -4.688531  -1.512076
H  2.575317  -3.602621  4.390807
H  1.246821  -3.730829  6.470544
H  -1.226033  -3.614870  6.365779
H  -2.348505  -3.350808  4.174319
H  -1.006199  -3.217949  2.101931
H  3.748805  1.054439  -3.843746
H  5.174421  -1.166272  -3.578810
H  4.303049  -2.640076  -3.127259
H  5.026673  -1.620814  -1.884983
H  -0.913539  0.840057  -3.327898
H  -2.270365  2.736713  -4.170754
H  -1.180783  4.901662  -4.695741
H  1.261606  5.154000  -4.360623
H  2.594598  3.259545  -3.506349
H  -2.285760  -0.991577  0.108055
H  -4.437230  0.081095  0.778853
H  -6.525666  -0.457431  -0.460265
H  -6.443336  -2.055087  -2.349922
H  -4.304045  -3.078307  -3.015692
C  -2.281220  5.579308  3.997993
C  -1.759157  4.204226  3.674724
C  -2.629274  3.135618  3.487295
C  -2.155235  1.871467  3.171653
C  -0.792614  1.663411  3.033540
C  0.095902  2.710809  3.227819
C  -0.392053  3.970438  3.547551
S  -0.289529  -0.008635  2.574358
C  1.019405  -0.172370  3.789839
O  -1.409424  -0.847772  3.096559
H  -3.159227  5.528738  4.643247
H  -2.575805  6.116406  3.092923
H  -1.523222  6.179213  4.502648
H  -3.697031  3.293102  3.598936
H  -2.823387  1.029315  3.044739
H  1.159644  2.562669  3.117411
H  0.306934  4.783522  3.712384
H  0.576896  0.019941  4.765927
H  1.835526  0.512016  3.563131
H  1.365841  -1.202574  3.716373
C  -1.174266  5.108358  -0.813481
N  0.012214  4.310221  -0.701861
C  1.313113  4.897672  -0.525550
C  2.140187  3.680783  -0.094379
O  3.322685  3.747362  0.186843
N  1.335025  2.579660  -0.052582
C  0.109369  2.988404  -0.364431
N  -0.961829  2.203382  -0.336370
H  -1.391061  5.646598  0.115810
H  -2.039852  4.498449  -1.064041
H  -1.055333  5.833091  -1.621165
H  1.325472  5.659295  0.260138
H  1.708583  5.331584  -1.447728
H  -0.844001  1.136585  -0.319942
H  -1.787249  2.565838  -0.782289

Forces on the atoms, in the same order (eV/Å):
Pd 0.72 -0.45 0.76
C -0.02 -0.04 -0.03
C 0.12 0.02 -0.05
C -0.02 0.00 0.00
C -0.02 0.06 0.06
N 0.01 0.06 -0.08
N -0.11 0.04 0.22
B 0.01 0.06 -0.16
N 0.04 -0.09 -0.04
N 0.07 0.08 -0.12
C -0.05 -0.12 0.14
C -0.01 0.07 -0.04
C 0.03 0.05 0.05
C 0.00 -0.03 -0.01
C -0.08 -0.27 -0.07
C -0.01 -0.15 0.10
C 0.13 0.02 -0.03
C -0.11 0.00 -0.09
C 0.06 -0.15 0.12
C 0.14 -0.19 -0.03
N -0.06 0.10 0.12
N 0.07 -0.04 -0.17
C -0.09 -0.03 0.11
C 0.03 0.05 -0.03
C 0.09 -0.11 0.08
C 0.04 0.01 0.00
C -0.05 -0.06 0.04
C -0.01 0.01 0.04
C -0.02 0.01 0.03
C -0.02 0.03 0.03
C 0.01 -0.02 0.02
C 0.00 0.03 0.00
C 0.01 -0.03 -0.05
C 0.08 -0.14 -0.02
C -0.01 -0.02 -0.02
C 0.00 0.02 0.02
C 0.01 -0.02 0.00
C 0.00 0.03 -0.03
H -0.01 0.01 0.01
H 0.00 0.00 0.01
H 0.00 0.00 0.00
H -0.01 0.00 0.01
H -0.05 -0.04 -0.01
H 0.01 0.01 0.00
H -0.01 0.00 0.00
H -0.01 -0.01 -0.01
H -0.01 0.00 0.00
H 0.01 0.00 0.01
H 0.00 -0.01 0.00
H 0.00 0.00 0.01
H 0.02 0.03 0.00
H 0.01 -0.05 0.03
H -0.01 0.01 0.00
H 0.00 0.00 0.00
H -0.01 0.00 0.00
H -0.01 0.00 0.01
H 0.00 0.00 0.00
H 0.00 0.01 0.00
H 0.00 0.01 -0.01
H 0.00 0.01 0.00
H 0.00 0.00 0.02
H -0.26 0.14 0.15
H -0.01 0.00 0.01
H 0.00 0.00 -0.01
H 0.00 0.00 0.00
H -0.01 0.00 0.00
C 0.00 0.02 0.01
C 0.07 0.01 0.00
C -0.04 -0.01 -0.01
C -0.02 0.04 -0.02
C 0.15 0.04 -0.03
C -0.10 0.07 -0.15
C 0.00 0.00 0.00
S -0.89 -0.04 -0.88
C 0.20 -0.06 -0.15
O 0.02 0.40 0.06
H 0.00 -0.01 0.00
H 0.01 -0.02 -0.02
H 0.00 0.00 0.00
H 0.00 0.00 0.00
H 0.00 0.00 0.01
H 0.08 0.00 -0.07
H 0.00 0.00 -0.02
H 0.03 -0.01 0.02
H -0.02 0.00 -0.02
H -0.01 0.22 0.04
C -0.03 -0.02 -0.04
N 0.00 0.00 -0.11
C 0.00 0.07 0.00
C 0.15 -0.08 0.17
O -0.04 0.04 -0.10
N -0.18 -0.02 0.12
C 0.30 0.01 0.06
N -0.27 -0.03 -0.23
H -0.03 0.02 0.05
H 0.01 -0.02 0.00
H 0.02 0.01 0.00
H -0.01 0.00 0.02
H -0.02 -0.01 0.00
H 0.09 0.62 0.17
H -0.08 -0.18 0.01